The following is a DFT calculation (ωB97M-V/def2-TZVPD) of a cluster of 13 separate species, C37H104N14O17 in total.

```
172
Properties=species:S:1:pos:R:3:forces:R:3
O 18.7530 3.3864 0.2365 0.86 0.05 -0.20
O 23.3941 -3.1836 -4.7001 -0.23 -1.11 0.11
O 22.4128 -3.5452 -10.9049 -0.39 0.14 -0.19
O 20.7652 5.6337 -8.1059 0.17 -0.55 0.45
O 26.3541 4.8527 -0.3124 -0.38 -0.58 -0.13
O 22.5866 10.6266 0.0869 -1.07 -0.28 1.22
O 23.2308 10.6270 -7.0240 0.30 -0.59 -0.03
O 22.8486 0.4788 -11.6013 -0.41 -1.03 0.34
O 17.3546 1.5416 -5.9756 -0.85 1.22 0.14
O 27.6127 -3.9043 -6.0621 0.40 -0.26 0.99
O 21.9976 2.7496 -5.2470 -0.71 -0.79 0.30
O 21.0012 6.6852 -1.4882 -0.13 0.32 0.73
O 26.5913 -5.5362 -10.3472 -0.06 0.94 0.75
O 18.4591 0.6596 -8.4076 0.26 0.26 -0.23
O 22.1956 0.6574 -1.8583 0.48 -0.82 -0.70
O 24.7163 -0.7969 -7.9505 0.59 -0.47 -0.81
O 23.2656 -5.4425 -16.1671 1.16 0.92 0.36
N 24.6399 2.1237 -6.9057 0.34 -2.13 -0.91
N 22.1601 -0.8522 -3.6368 0.34 0.69 1.16
N 19.8416 2.0001 -1.1919 -0.10 0.31 0.02
N 24.1740 8.4451 -1.4729 -1.64 -1.60 0.99
N 26.9932 -3.2599 -3.9781 0.60 -0.48 -0.63
N 26.2292 -5.1449 -8.1244 -0.69 -0.27 -1.04
N 22.9052 -5.0702 -13.3070 -0.89 -0.76 0.73
N 20.8855 2.6850 0.7233 0.28 0.08 -0.07
N 21.7746 8.0603 -6.2415 -0.03 -0.48 0.61
N 21.8795 -4.9079 -4.9640 0.78 0.30 0.07
N 23.9869 -0.6965 -2.2695 -0.32 -0.55 -0.52
N 24.0538 -5.1232 -5.6997 -0.38 0.29 0.68
N 27.7894 -3.9038 -9.2894 -0.08 0.20 -0.57
N 29.2165 -3.6314 -4.4554 -0.09 -0.07 0.34
C 19.7722 2.7664 -0.0743 -0.85 -0.38 0.73
C 25.6201 1.3954 -7.7202 1.62 0.84 0.93
C 23.5745 -4.3193 -10.9713 -0.70 -0.74 -0.91
C 23.1128 -4.3363 -5.0701 0.41 0.61 -0.64
C 21.7839 7.6423 -2.1143 1.73 -0.07 -2.43
C 22.9404 -4.8472 -17.4024 -2.39 -1.51 0.14
C 19.4617 -1.4145 -7.7616 0.11 0.36 -1.29
C 25.2536 3.9190 -0.5507 0.80 1.50 0.58
C 23.8350 9.8269 -1.8691 2.89 -0.22 -0.41
C 22.9698 10.1203 -5.7161 -0.56 1.40 0.28
C 21.6429 9.3985 -5.6681 -0.49 -0.44 -0.89
C 22.9624 3.2551 -4.3785 2.03 -0.59 0.17
C 22.1457 -5.9438 -15.4667 -0.14 -0.03 -0.29
C 24.6867 -2.1455 -7.4876 0.31 0.60 0.76
C 23.3187 -5.4820 -11.9634 1.08 1.51 0.24
C 23.2700 1.7632 -7.2361 -0.71 2.28 1.02
C 21.4362 11.1904 -0.5256 1.38 0.55 -1.92
C 25.2396 3.4583 -1.9797 -0.34 -0.53 0.28
C 25.7990 -0.0787 -7.3827 -1.08 0.75 -0.21
C 22.1147 5.7625 -8.5512 -0.71 0.43 -1.25
C 22.4624 11.7935 -7.3051 0.68 -0.45 0.68
C 25.0777 1.4326 -11.8889 -0.08 0.08 -0.90
C 22.3267 2.8128 -6.6122 -0.17 0.78 -0.57
C 19.7374 0.0255 -8.2343 -1.76 -0.09 0.91
C 21.0244 5.4924 -2.2324 -0.85 -0.34 -0.24
C 22.5624 -6.2798 -14.0493 1.23 0.03 -1.39
C 19.0801 2.5726 -4.8143 -0.12 0.61 1.17
C 17.7338 2.8613 -5.4613 0.57 -1.37 0.24
C 20.5082 7.3439 -6.3399 0.56 -0.98 0.21
C 24.0146 0.4391 -12.3955 0.48 1.56 0.96
C 23.7647 10.7515 -0.6540 -0.42 -0.46 -0.93
C 22.4779 -2.3713 -10.1218 -0.08 -1.23 0.89
C 23.3355 7.3897 -2.1131 0.11 1.29 -0.70
C 22.7188 -0.2385 -2.5402 -0.01 0.50 0.06
C 26.8245 -4.8635 -9.3373 0.87 -0.93 -0.07
C 27.9312 -3.6584 -4.8866 -0.44 0.82 -1.00
C 20.6286 5.8478 -6.6852 0.91 0.85 -0.49
H 22.7896 4.9103 -8.4474 -0.22 -0.08 0.90
H 23.4947 -1.9745 -10.0969 -0.21 0.65 -0.48
H 24.8942 3.0980 -6.9127 -0.68 0.24 -0.17
H 24.7970 10.1038 -2.3407 -0.24 0.58 -0.05
H 22.8343 2.9630 -3.3366 -1.14 0.21 -0.10
H 20.8806 9.9110 -6.2724 0.16 0.53 0.17
H 21.2044 9.3797 -4.6684 0.31 -0.37 0.19
H 22.7558 12.5662 -6.5876 -0.10 0.23 -0.08
H 29.4239 -3.2820 -3.5410 0.14 -0.07 0.13
H 25.7271 0.9864 -11.1404 0.01 0.13 0.08
H 26.6953 -4.9022 -7.2549 0.03 -0.25 -0.23
H 20.2502 0.5755 -7.4422 0.55 -0.04 -0.18
H 23.5695 6.3912 -1.7465 0.14 0.14 0.36
H 22.0191 5.0586 -2.3125 0.06 -0.08 0.00
H 23.1519 4.3336 -4.4677 -0.42 0.09 -0.05
H 25.3662 3.1051 0.1672 -0.02 -0.11 -0.14
H 20.9545 3.2058 1.5748 -0.27 0.14 -0.01
H 21.2457 -0.5615 -3.9287 -0.05 -0.03 0.05
H 18.7064 -1.3970 -6.9776 0.56 0.01 0.58
H 18.1578 1.0076 -7.5490 0.01 -0.20 -0.25
H 20.4064 -1.9287 -7.5739 -0.22 -0.19 0.51
H 21.8380 -6.8400 -16.0217 -0.45 -0.05 0.27
H 26.1983 3.0111 -2.2435 0.03 0.12 -0.06
H 23.1768 9.9252 -2.7353 -0.80 -0.02 0.63
H 22.4425 -5.6473 -17.9872 0.60 0.12 -0.49
H 21.8349 -6.9390 -13.5816 -0.28 0.45 0.32
H 26.0387 -3.2808 -4.2972 -0.13 0.22 0.33
H 21.4020 11.5871 -7.1736 -0.16 0.20 -0.34
H 22.1035 5.8661 -9.6410 -0.44 0.20 0.03
H 24.3843 -1.3201 -2.9503 0.20 0.02 0.06
H 22.9564 10.9988 -5.0545 -0.26 -0.04 0.18
H 21.8629 12.0735 -1.0232 -0.83 0.45 0.07
H 24.3054 -5.9589 -12.0405 -0.24 -0.64 0.37
H 18.9387 -1.9518 -8.5581 0.26 0.01 -0.19
H 21.0609 10.5838 -1.3591 0.02 -0.28 0.18
H 17.7263 3.6701 -6.1971 0.27 -0.47 -0.50
H 25.6345 1.5336 -8.8077 -0.84 0.00 -0.11
H 24.6456 2.3651 -11.5220 -0.15 -0.11 0.18
H 27.9921 -3.3526 -8.4766 -0.07 -0.12 0.18
H 25.6466 1.7225 -12.7780 0.43 -0.05 0.28
H 23.7809 9.5177 -5.3091 0.14 -0.33 -0.68
H 19.0114 2.0486 -1.7541 0.17 -0.24 -0.10
H 22.5760 -1.7140 -3.9672 -0.26 -0.03 -0.32
H 22.4310 1.3384 -11.5220 0.39 0.26 -0.38
H 23.6994 -4.6419 -13.7669 -0.06 0.05 -0.10
H 21.6614 -1.7332 -10.4380 0.44 0.47 -0.31
H 22.5098 6.6927 -8.1756 0.69 -0.09 0.19
H 23.4621 -6.8996 -14.2049 0.01 -0.23 0.29
H 21.0871 -4.3555 -4.6995 -0.02 -0.04 0.19
H 23.9569 8.3064 -0.4872 0.15 0.58 0.08
H 22.7265 12.1066 -8.3085 -0.21 0.00 -0.12
H 22.5703 -6.1012 -11.4743 -0.07 -0.31 -0.39
H 19.6252 3.4959 -4.6052 0.05 -0.16 0.09
H 22.0666 -4.1902 -17.2726 0.61 0.71 0.05
H 21.6132 8.7031 -1.9401 -0.56 -0.31 1.26
H 16.3965 1.4952 -5.8612 0.16 -0.31 -0.34
H 21.6802 2.1403 0.4424 0.01 -0.01 -0.12
H 23.0332 1.8331 -8.3038 0.29 -0.35 -0.22
H 21.3458 -5.1941 -15.4406 -0.08 -0.05 -0.14
H 19.7160 5.3966 -6.2959 0.06 -0.45 -0.48
H 29.9832 -3.9471 -5.0169 -0.17 -0.01 -0.30
H 24.9909 4.2639 -2.6696 0.11 0.02 0.00
H 24.4746 2.6798 -2.0497 0.02 -0.01 -0.22
H 23.7318 -5.8873 -6.2635 0.07 -0.04 -0.17
H 25.7580 -6.0268 -8.2825 0.01 0.05 0.78
H 21.8048 -5.8900 -5.1358 -0.41 -0.10 -0.04
H 26.7327 -0.4531 -7.8112 0.20 -0.02 0.28
H 24.4801 -0.5342 -12.2715 -0.55 -0.37 -0.39
H 20.1273 7.3457 -5.3133 -0.56 0.31 -0.22
H 21.5175 5.4234 -6.2146 -0.23 -0.05 0.44
H 26.5334 1.9214 -7.4092 0.40 -0.51 -0.16
H 24.6065 -0.2619 -1.6171 -0.25 0.31 0.19
H 24.5760 10.4412 0.0017 0.03 0.04 0.12
H 24.4220 -3.7073 -11.3016 0.17 -0.06 0.26
H 25.9317 5.7059 -0.1960 0.29 0.19 -0.03
H 27.2789 -2.9766 -3.0642 -0.40 0.01 0.29
H 22.6579 3.8480 -6.7529 0.82 -0.23 -0.35
H 20.5726 11.4476 0.0767 0.49 -0.18 0.81
H 25.7523 -0.1421 -6.2880 0.34 -0.31 0.03
H 23.6881 7.4210 -3.1489 -0.26 -0.36 -0.15
H 18.8968 2.0518 -3.8679 -0.15 0.36 0.09
H 20.3280 4.7814 -1.8006 0.18 -0.08 0.54
H 19.7993 7.7072 -7.0982 -0.13 0.55 0.40
H 21.4273 2.8329 -7.2364 -0.48 -0.42 0.60
H 28.3390 -3.7900 -10.1223 -0.07 0.13 0.03
H 21.5773 7.6054 -3.1965 -0.41 -0.17 -0.09
H 24.1207 -2.0303 -6.5606 -0.19 -1.09 -0.03
H 19.7779 1.8728 -5.2660 -0.30 0.29 -1.01
H 24.3751 4.5065 -0.2740 -0.47 -0.58 -0.18
H 23.9379 2.7710 -4.5487 -0.05 0.16 -0.42
H 22.9928 0.7810 -6.8628 0.23 -0.15 -0.05
H 23.7733 -4.8654 -10.0386 0.36 0.53 0.27
H 24.8844 -4.6491 -6.0170 -0.03 0.01 -0.07
H 22.2389 8.1055 -7.1317 0.10 0.38 -0.15
H 23.9815 11.7757 -0.9820 -0.33 0.17 0.13
H 16.9938 3.1793 -4.7217 0.15 -0.15 0.19
H 23.8048 0.7010 -13.4318 -0.17 -0.44 -0.18
H 23.7655 -4.4184 -17.9522 0.27 0.07 0.37
H 22.2644 -2.6283 -9.0719 -0.03 -0.02 0.06
H 20.6379 1.4047 -1.4040 -0.26 0.17 -0.29
H 25.6726 -2.5704 -7.2526 0.18 0.51 0.07
H 20.2447 0.1028 -9.1918 0.29 -0.17 0.08
H 24.3103 -2.8552 -8.2187 -0.60 0.38 -0.03
H 20.6046 5.6482 -3.2347 0.35 0.26 -0.24
```
Forces are in eV/Å.

Calculated values
Relative energy (zero: lowest compared OMol25 entry of this formula, charge and spin) = 0.0 kcal/mol
Lowest unoccupied orbital energy = -0.123 eV
Highest occupied orbital energy = -0.3043 hartree
Orbital gap = 0.2998 hartree
Molar mass = 1017.32 g/mol

Results of the Löwdin charge analysis, in e, for atoms 1 through 99:
1 O -0.004
2 O -0.033
3 O -0.183
4 O -0.176
5 O -0.094
6 O -0.180
7 O -0.193
8 O -0.090
9 O -0.106
10 O -0.026
11 O -0.197
12 O -0.139
13 O 0.003
14 O -0.111
15 O -0.022
16 O -0.205
17 O -0.207
18 N -0.052
19 N 0.179
20 N 0.157
21 N -0.064
22 N 0.180
23 N 0.136
24 N -0.040
25 N 0.156
26 N -0.056
27 N 0.177
28 N 0.162
29 N 0.174
30 N 0.168
31 N 0.171
32 C -0.699
33 C -0.206
34 C -0.240
35 C -0.604
36 C -0.220
37 C -0.113
38 C -0.080
39 C -0.293
40 C -0.217
41 C -0.221
42 C -0.212
43 C -0.137
44 C -0.242
45 C -0.100
46 C -0.203
47 C -0.174
48 C -0.089
49 C -0.088
50 C -0.218
51 C -0.097
52 C -0.095
53 C -0.087
54 C -0.228
55 C -0.287
56 C -0.091
57 C -0.228
58 C -0.075
59 C -0.239
60 C -0.198
61 C -0.300
62 C -0.231
63 C -0.099
64 C -0.162
65 C -0.605
66 C -0.663
67 C -0.616
68 C -0.194
69 H 0.073
70 H 0.072
71 H 0.106
72 H 0.115
73 H 0.061
74 H 0.106
75 H 0.109
76 H 0.087
77 H 0.099
78 H 0.055
79 H 0.033
80 H 0.087
81 H 0.089
82 H 0.067
83 H 0.090
84 H 0.107
85 H 0.096
86 H 0.104
87 H 0.068
88 H 0.029
89 H 0.051
90 H 0.123
91 H 0.084
92 H 0.097
93 H 0.085
94 H 0.119
95 H 0.083
96 H 0.074
97 H 0.093
98 H 0.074
99 H 0.109